Entry 1
{
  "formula": "C4H10O3",
  "method": "the ωB97M-V functional and the def2-TZVPD basis",
  "smiles": "O=CCCCO.O",
  "orbital_gap_ev": 10.709,
  "symbols": ["O", "C", "C", "C", "C", "O", "H", "H", "H", "H", "H", "H", "H", "H", "O", "H", "H"],
  "positions_angstrom": [[-0.917, 2.500, 0.744], [-1.049, 2.068, -0.378], [-0.096, 1.105, -1.012], [0.852, 0.392, -0.026], [1.132, -1.003, -0.557], [2.056, -1.736, 0.245], [-1.902, 2.427, -0.976], [0.474, 1.735, -1.716], [-0.587, 0.444, -1.728], [1.751, 0.994, 0.015], [0.330, 0.337, 0.936], [0.183, -1.548, -0.617], [1.594, -0.979, -1.543], [1.990, -1.448, 1.159], [-2.115, -1.881, 2.108], [-2.531, -1.477, 1.338], [-1.164, -1.932, 2.011]]
}

***

Entry 2
{
  "formula": "C4H10O3",
  "method": "the ωB97M-V functional and the def2-TZVPD basis",
  "smiles": "C=CC.C=O.OO",
  "orbital_gap_ev": 9.335,
  "symbols": ["C", "C", "C", "H", "H", "H", "H", "H", "H", "C", "O", "H", "H", "O", "O", "H", "H"],
  "positions_angstrom": [[1.940, 0.502, -0.309], [0.898, -0.048, -0.907], [-0.093, 0.663, -1.762], [2.622, -0.079, 0.293], [2.116, 1.567, -0.354], [0.716, -1.134, -0.792], [0.110, 1.728, -1.765], [-0.058, 0.290, -2.789], [-1.100, 0.498, -1.396], [-0.487, -2.056, 1.089], [-0.014, -1.431, 2.011], [-0.311, -3.135, 0.976], [-1.277, -1.635, 0.448], [-0.607, 1.206, 1.539], [-1.909, 0.945, 1.017], [-0.311, 0.279, 1.845], [-2.235, 1.839, 0.856]]
}

***

Entry 3
{
  "formula": "C4H10O3",
  "method": "the ωB97M-V functional and the def2-TZVPD basis",
  "smiles": "C=C/C=C/O.O.O",
  "orbital_gap_ev": 9.366,
  "symbols": ["C", "C", "C", "C", "O", "H", "H", "H", "H", "H", "H", "O", "H", "H", "O", "H", "H"],
  "positions_angstrom": [[-2.441, 0.041, 1.289], [-1.325, 0.249, 2.005], [-0.012, 0.490, 1.423], [0.151, 1.340, 0.411], [1.394, 1.327, -0.221], [-3.438, 0.003, 1.703], [-2.337, 0.046, 0.206], [-1.385, 0.008, 3.067], [0.831, -0.101, 1.762], [-0.666, 1.965, 0.068], [1.182, 1.155, -1.173], [0.993, -0.192, -2.635], [0.898, -0.972, -2.066], [0.123, -0.114, -3.048], [0.642, -2.352, -0.845], [0.120, -1.813, -0.249], [1.380, -2.692, -0.333]]
}

***

Entry 4
{
  "formula": "C4H10O3",
  "method": "the ωB97M-V functional and the def2-TZVPD basis",
  "smiles": "O=CCCCO.O",
  "orbital_gap_ev": 10.322,
  "symbols": ["O", "C", "C", "C", "C", "O", "H", "H", "H", "H", "H", "H", "H", "H", "O", "H", "H"],
  "positions_angstrom": [[-0.668, 0.501, -2.802], [0.270, 0.804, -2.119], [0.633, 0.098, -0.850], [0.355, 1.018, 0.362], [-0.057, 0.265, 1.606], [-0.560, 1.222, 2.530], [0.915, 1.665, -2.379], [0.048, -0.816, -0.725], [1.680, -0.212, -0.792], [-0.483, 1.689, 0.168], [1.211, 1.649, 0.608], [0.808, -0.269, 2.024], [-0.824, -0.475, 1.340], [-0.646, 0.776, 3.379], [0.128, -3.059, 0.358], [-0.563, -3.641, 0.717], [0.077, -2.331, 0.991]]
}

***

Computed energies relative to the best structure, in hartree: entry 1 0.0020; entry 2 0.1376; entry 3 0.0202; entry 4 0.0000

***

Entry 1
{
  "formula": "C4H10O3",
  "method": "the ωB97M-V functional and the def2-TZVPD basis",
  "smiles": "CCC(=O)OC.O",
  "orbital_gap_ev": 11.157,
  "symbols": ["C", "C", "C", "O", "O", "C", "H", "H", "H", "H", "H", "H", "H", "H", "O", "H", "H"],
  "positions_angstrom": [[1.700, -1.560, 0.592], [1.366, -0.467, -0.348], [0.429, 0.555, 0.326], [0.943, 1.566, 0.979], [-0.873, 0.221, 0.255], [-1.943, 1.127, 0.634], [2.255, -2.342, 0.046], [0.778, -2.005, 1.003], [2.323, -1.205, 1.429], [2.275, 0.044, -0.719], [0.819, -0.859, -1.227], [-1.687, 1.737, 1.517], [-2.861, 0.557, 0.856], [-2.143, 1.802, -0.214], [-1.473, 0.416, -1.856], [-1.345, -0.200, -1.100], [-0.562, 0.611, -2.173]]
}

***

Entry 2
{
  "formula": "C4H10O3",
  "method": "the ωB97M-V functional and the def2-TZVPD basis",
  "smiles": "O=CCCCO.O",
  "orbital_gap_ev": 10.584,
  "symbols": ["O", "C", "C", "C", "C", "O", "H", "H", "H", "H", "H", "H", "H", "H", "O", "H", "H"],
  "positions_angstrom": [[-1.242, -2.502, -0.341], [-1.269, -1.777, 0.621], [-0.205, -0.770, 0.940], [-0.747, 0.667, 0.765], [0.242, 1.522, 0.018], [-0.182, 2.887, 0.175], [-2.119, -1.851, 1.322], [0.144, -0.924, 1.960], [0.624, -0.952, 0.253], [-1.003, 1.141, 1.709], [-1.678, 0.627, 0.187], [0.308, 1.291, -1.046], [1.217, 1.434, 0.505], [0.210, 3.417, -0.521], [2.571, -0.400, -1.601], [3.038, -0.963, -2.225], [1.651, -0.489, -1.872]]
}

***

Computed energies relative to the best structure, in hartree: entry 1 0.0218; entry 2 0.0000